This record from OMol25 describes 13 unconnected molecules or ions with the total composition C14H6Cl48N4PS in a non-equilibrium geometry. The level of theory is ωB97M-V/def2-TZVPD.

Element x y z (Å)
S 1.4426 -2.9560 1.4374
P 0.5055 -2.7633 -0.2216
N -0.9017 -3.7831 -0.4009
C -2.1453 -3.2846 -0.3528
N -2.4698 -2.0114 -0.1603
C -3.7861 -1.9781 -0.1485
N -4.3116 -3.1698 -0.3288
N -3.2657 -4.0298 -0.4611
H 1.2651 -3.0863 -1.3431
H 0.0167 -1.4902 -0.4792
H -0.7713 -4.7787 -0.5044
H -4.3697 -1.0871 0.0090
H -5.2946 -3.4231 -0.3679
H -3.3975 -5.0153 -0.6286
C 3.0124 -2.3813 5.3804
Cl 1.3199 -2.0208 5.7321
Cl 3.7593 -0.9713 4.6174
Cl 3.8653 -2.7546 6.8756
Cl 3.1056 -3.7686 4.2897
C 0.7112 1.4603 1.3746
Cl 0.1549 3.0369 1.9279
Cl 1.6871 0.6891 2.6167
Cl -0.7001 0.4362 1.0158
Cl 1.6431 1.6335 -0.1138
C -4.9438 0.0645 3.4583
Cl -5.5840 1.6283 3.9347
Cl -6.1853 -0.8608 2.5789
Cl -3.5475 0.3293 2.4068
Cl -4.4396 -0.8321 4.8826
C 4.4675 -4.7776 -1.0490
Cl 5.2311 -3.8456 0.2329
Cl 5.6967 -5.5224 -2.0629
Cl 3.4358 -6.0285 -0.3416
Cl 3.4594 -3.7061 -2.0475
C -1.4645 3.8500 5.7258
Cl -2.8499 2.9835 5.0438
Cl -1.2828 5.4038 4.9103
Cl -1.7276 4.1074 7.4454
Cl -0.0067 2.8800 5.4590
C 0.0040 3.4255 -3.4096
Cl -1.2954 2.2424 -3.6348
Cl -0.1250 4.6932 -4.6167
Cl -0.1394 4.1141 -1.7919
Cl 1.5700 2.6205 -3.5768
C -7.4272 -5.5903 -1.6778
Cl -8.6271 -6.5244 -0.8117
Cl -7.6917 -5.6860 -3.4061
Cl -7.5267 -3.8869 -1.1618
Cl -5.8062 -6.2267 -1.2919
C 6.8169 -1.5063 -4.1770
Cl 7.3773 -2.6638 -5.3838
Cl 7.8941 -0.1121 -4.1425
Cl 5.1807 -0.9728 -4.5911
Cl 6.7874 -2.2788 -2.5909
C 0.2119 -1.2193 -4.9342
Cl 0.4682 -2.9592 -5.0944
Cl -1.4697 -0.8332 -5.3057
Cl 0.5883 -0.7329 -3.2708
Cl 1.2613 -0.3569 -6.0528
C -1.1668 8.4056 -2.5540
Cl -1.4436 7.8292 -0.9056
Cl 0.4223 7.8683 -3.1002
Cl -2.4079 7.7404 -3.6209
Cl -1.2428 10.1656 -2.5837
C 1.9118 2.6305 9.9577
Cl 0.5842 1.7590 10.7320
Cl 1.5796 2.7725 8.2283
Cl 2.0462 4.2425 10.6625
Cl 3.4198 1.7483 10.2054
C 3.3831 4.2259 -7.2884
Cl 3.0329 2.4978 -7.1269
Cl 4.7576 4.4424 -8.3689
Cl 1.9715 5.0486 -7.9555
Cl 3.7662 4.9007 -5.7028

Forces on atoms 1 to 2 (eV/Å):
S -0.19 -0.08 -0.16
P 0.98 -0.04 0.87

Output
- Orbital gap: 8.446 eV
- M: 1995.0 g mol⁻¹
- Charge: +1
- Electronic energy: -23584.4845 Eh
- LUMO energy: -3.1 eV

=====

This record from OMol25 describes 3 unconnected molecules or ions with the total composition H2N2O2 in a non-equilibrium geometry. The level of theory is ωB97M-V/def2-TZVPD.

Element x y z (Å)
N 1.4383 -1.3904 1.1195
N 2.2912 -1.3861 0.2223
O 0.3352 -0.7797 1.1709
O 3.2718 -2.2026 0.3590
H 3.0842 -3.0481 1.9421
H -10.4207 8.8070 -4.8137

Forces on atoms 1 to 2 (eV/Å):
N -0.90 -0.44 1.28
N -0.32 -0.24 0.50

Output
- Orbital gap (spin up / spin down): 3.327 / 3.328 eV
- ΔE to the lowest compared entry with this formula, charge and spin: 104.3 kcal/mol
- M: 62.0 g mol⁻¹
- Charge: -2
- Electronic energy: -260.8585 Eh
- LUMO energy (spin up / spin down): 4.8 / 4.8 eV

=====

This record from OMol25 describes a molecular structure, C18H46AsF6MgN2O12 in a non-equilibrium geometry. The level of theory is ωB97M-V/def2-TZVPD.

Element x y z (Å)
Mg -2.6379 -3.2972 4.3896
As -0.1933 -1.4069 -1.5227
F -1.0639 -1.7595 0.0993
F 1.3855 -1.6295 -0.7647
F 0.6033 -1.0164 -3.0974
F -1.7525 -1.2211 -2.3505
F -0.0749 0.3572 -0.9901
F -0.1475 -3.1436 -1.7880
C -5.8643 2.8436 -5.8119
N -6.5023 2.0336 -4.6533
O -7.0324 0.9353 -4.8765
O -6.6058 2.5605 -3.6056
H -5.8858 2.2908 -6.7510
H -4.8126 3.0115 -5.5798
H -6.3552 3.8159 -5.8516
C 3.2514 2.3229 -8.1451
N 1.8892 2.7335 -7.7439
O 1.7203 3.5151 -6.8810
O 1.0031 2.2749 -8.4686
H 3.2073 1.3624 -8.6585
H 3.8690 2.4343 -7.2539
H 3.4025 3.1339 -8.8574
C -0.9980 9.9253 -0.3402
O -1.9163 10.9111 -0.6435
C -2.5225 10.8599 -1.9296
C -3.6462 11.9242 -2.1043
O -3.0374 13.2353 -2.1784
C -3.8462 14.3668 -1.9806
H -0.6009 9.9041 0.6747
H -0.0771 10.0098 -0.9172
H -1.4624 8.9889 -0.6495
H -2.9368 9.8530 -1.9797
H -1.7461 10.9126 -2.6929
H -4.4827 11.8035 -1.4161
H -4.0598 11.6009 -3.0596
H -4.3284 14.2035 -1.0169
H -4.6127 14.5499 -2.7337
H -3.2720 15.2909 -1.9145
C -3.0067 -4.2998 8.4498
O -2.0467 -3.5033 7.7365
C -1.0158 -3.0850 8.5759
C -0.5370 -1.7680 8.2023
O -0.4864 -1.7995 6.6746
C 0.1733 -0.6256 6.1943
H -3.6580 -4.7777 7.7181
H -3.6514 -3.6312 9.0203
H -2.4544 -4.9348 9.1426
H -0.2195 -3.8230 8.6731
H -1.3137 -2.8614 9.6002
H 0.4654 -1.4584 8.4981
H -1.1501 -0.9561 8.5935
H 0.6651 -0.7174 5.2259
H 0.8990 -0.0943 6.8100
H -0.6827 0.0087 5.9640
C -5.2514 -5.4801 2.0195
O -3.9425 -5.7140 2.5203
C -3.3620 -6.8238 1.9268
C -1.8962 -7.0825 2.3810
O -1.3806 -6.0471 3.1951
C 0.0610 -6.2755 3.2528
H -6.0708 -6.1829 1.8688
H -5.1057 -4.9904 1.0567
H -5.7023 -4.8269 2.7666
H -3.2769 -6.6555 0.8532
H -3.9118 -7.7145 2.2310
H -1.2921 -7.1999 1.4813
H -1.8767 -8.0822 2.8150
H 0.3562 -7.2311 3.6861
H 0.5187 -5.6557 4.0238
H 0.7034 -6.2367 2.3731
C 6.7116 -5.9440 -2.5252
O 7.9903 -5.6641 -1.9100
C 8.0380 -4.4033 -1.2437
C 7.9691 -3.2558 -2.3175
O 9.2961 -2.8165 -2.6857
C 10.1757 -3.6011 -3.4271
H 6.9020 -6.6479 -3.3353
H 6.0117 -5.1257 -2.6947
H 6.0628 -6.5433 -1.8864
H 9.0308 -4.2817 -0.8106
H 7.2110 -4.2294 -0.5553
H 7.4974 -2.3715 -1.8889
H 7.3577 -3.5533 -3.1695
H 9.7680 -3.8950 -4.3943
H 10.4655 -4.5346 -2.9449
H 11.1043 -3.0978 -3.6964

Forces on atoms 1 to 2 (eV/Å):
Mg 0.83 -0.91 -0.14
As 0.59 1.46 0.14

Output
- Orbital gap: 0.774 eV
- M: 695.8 g mol⁻¹
- Charge: +1
- Electronic energy: -4760.0378 Eh
- LUMO energy: -9.4 eV

=====

- What is the electronic energy in the third record?
  -4760.0378 Eh

=====

Copy entry 1 word for word.
This record from OMol25 describes 13 unconnected molecules or ions with the total composition C14H6Cl48N4PS in a non-equilibrium geometry. The level of theory is ωB97M-V/def2-TZVPD.

Element x y z (Å)
S 1.4426 -2.9560 1.4374
P 0.5055 -2.7633 -0.2216
N -0.9017 -3.7831 -0.4009
C -2.1453 -3.2846 -0.3528
N -2.4698 -2.0114 -0.1603
C -3.7861 -1.9781 -0.1485
N -4.3116 -3.1698 -0.3288
N -3.2657 -4.0298 -0.4611
H 1.2651 -3.0863 -1.3431
H 0.0167 -1.4902 -0.4792
H -0.7713 -4.7787 -0.5044
H -4.3697 -1.0871 0.0090
H -5.2946 -3.4231 -0.3679
H -3.3975 -5.0153 -0.6286
C 3.0124 -2.3813 5.3804
Cl 1.3199 -2.0208 5.7321
Cl 3.7593 -0.9713 4.6174
Cl 3.8653 -2.7546 6.8756
Cl 3.1056 -3.7686 4.2897
C 0.7112 1.4603 1.3746
Cl 0.1549 3.0369 1.9279
Cl 1.6871 0.6891 2.6167
Cl -0.7001 0.4362 1.0158
Cl 1.6431 1.6335 -0.1138
C -4.9438 0.0645 3.4583
Cl -5.5840 1.6283 3.9347
Cl -6.1853 -0.8608 2.5789
Cl -3.5475 0.3293 2.4068
Cl -4.4396 -0.8321 4.8826
C 4.4675 -4.7776 -1.0490
Cl 5.2311 -3.8456 0.2329
Cl 5.6967 -5.5224 -2.0629
Cl 3.4358 -6.0285 -0.3416
Cl 3.4594 -3.7061 -2.0475
C -1.4645 3.8500 5.7258
Cl -2.8499 2.9835 5.0438
Cl -1.2828 5.4038 4.9103
Cl -1.7276 4.1074 7.4454
Cl -0.0067 2.8800 5.4590
C 0.0040 3.4255 -3.4096
Cl -1.2954 2.2424 -3.6348
Cl -0.1250 4.6932 -4.6167
Cl -0.1394 4.1141 -1.7919
Cl 1.5700 2.6205 -3.5768
C -7.4272 -5.5903 -1.6778
Cl -8.6271 -6.5244 -0.8117
Cl -7.6917 -5.6860 -3.4061
Cl -7.5267 -3.8869 -1.1618
Cl -5.8062 -6.2267 -1.2919
C 6.8169 -1.5063 -4.1770
Cl 7.3773 -2.6638 -5.3838
Cl 7.8941 -0.1121 -4.1425
Cl 5.1807 -0.9728 -4.5911
Cl 6.7874 -2.2788 -2.5909
C 0.2119 -1.2193 -4.9342
Cl 0.4682 -2.9592 -5.0944
Cl -1.4697 -0.8332 -5.3057
Cl 0.5883 -0.7329 -3.2708
Cl 1.2613 -0.3569 -6.0528
C -1.1668 8.4056 -2.5540
Cl -1.4436 7.8292 -0.9056
Cl 0.4223 7.8683 -3.1002
Cl -2.4079 7.7404 -3.6209
Cl -1.2428 10.1656 -2.5837
C 1.9118 2.6305 9.9577
Cl 0.5842 1.7590 10.7320
Cl 1.5796 2.7725 8.2283
Cl 2.0462 4.2425 10.6625
Cl 3.4198 1.7483 10.2054
C 3.3831 4.2259 -7.2884
Cl 3.0329 2.4978 -7.1269
Cl 4.7576 4.4424 -8.3689
Cl 1.9715 5.0486 -7.9555
Cl 3.7662 4.9007 -5.7028

Forces on atoms 1 to 2 (eV/Å):
S -0.19 -0.08 -0.16
P 0.98 -0.04 0.87

Output
- Orbital gap: 8.446 eV
- M: 1995.0 g mol⁻¹
- Charge: +1
- Electronic energy: -23584.4845 Eh
- LUMO energy: -3.1 eV

=====

- Which of these has the lowest charge?
  H2N2O2